Molecular formula: C6H9N
Method: DFT, ωB97M-V with the def2-TZVPD basis set

Results
orbital gap = 9.398 eV
HOMO = -8.382 eV
E_LUMO = 0.0373 Eh
relative energy (zero: lowest compared OMol25 entry of this formula, charge and spin) = 132.0 kcal per mole
calculated total energy = -288.57176 a.u.

Structure (XYZ):
```
16
C6H9N, DFT ωB97M-V with the def2-TZVPD basis set
C 2.034 0.047 -0.080
C 0.557 -0.150 0.038
C -0.392 0.531 0.997
C -1.091 1.111 -0.222
N -0.440 0.104 -1.104
C -1.046 -1.192 -0.662
C -0.220 -1.296 0.629
H 2.286 1.086 -0.324
H 2.433 -0.598 -0.869
H 2.513 -0.228 0.865
H -0.040 1.036 1.895
H -2.187 1.139 -0.257
H -0.686 2.101 -0.451
H -0.673 -1.988 -1.316
H -2.142 -1.227 -0.638
H -0.907 -0.476 1.500
```